72
Properties=species:S:1:pos:R:3:forces:R:3 method="wB97M-V/def2-TZVPD" homo_lumo_gap_ev=3.17 max_force_ev_per_a=3.130 e_tot_ha=-3862.0001 total_charge=-2
Li 1.0673 0.1403 -1.1727 -0.207 0.124 0.348
C 2.6466 4.8939 -0.4267 -1.096 0.108 -2.930
C 1.8411 5.6057 -1.4543 1.372 -1.241 0.743
C 1.0787 4.6922 -2.2517 -1.745 1.270 -0.291
C 1.3343 3.3528 -2.2909 -0.848 -0.159 -0.600
C 2.6629 2.8393 -1.8167 -0.123 -0.468 -0.345
C 2.8885 3.5685 -0.5495 -0.093 -0.277 1.133
H 2.9730 5.3571 0.4382 0.515 1.255 1.772
H 1.9936 6.6561 -1.7170 -0.382 -0.184 0.390
H 0.0687 5.1232 -2.6434 1.598 -0.888 0.256
H 0.5447 2.6281 -2.6031 0.638 0.489 0.057
H 3.5054 3.1466 -2.5008 -0.453 0.135 -0.183
H 3.2066 2.9631 0.3089 -0.009 0.418 0.073
C -3.1813 0.9123 0.8503 0.567 1.404 -1.068
C -2.0414 1.2141 -0.1829 -0.737 -0.923 0.039
C -1.2522 2.4007 0.2600 1.287 0.053 -0.032
C -2.7531 1.3848 -1.5304 0.671 -0.912 -0.050
O -1.0838 0.1754 -0.2928 -0.195 -2.154 -0.071
Si -1.2775 -1.5370 -0.1289 1.541 1.918 0.506
S 0.6152 -2.2052 -0.5864 -0.656 -0.346 -0.198
O -1.8057 -1.8001 1.4437 0.067 0.103 -0.201
C -1.0235 -1.8492 2.6222 -0.002 0.306 1.443
C 0.1595 -0.8843 2.6100 0.669 -0.478 -0.011
C -1.9429 -1.3887 3.8309 1.557 -1.663 -1.373
C -0.6135 -3.3080 2.8102 0.123 0.042 2.274
O -2.6145 -1.9534 -0.9841 -0.445 -0.762 0.135
C -3.2939 -3.2269 -0.8476 0.578 0.339 -0.281
C -4.0348 -3.3737 -2.1626 -0.310 -1.640 -0.606
C -4.2221 -3.2572 0.3635 0.239 -0.470 -0.227
C -2.3244 -4.3947 -0.6461 0.441 0.260 -0.136
H -3.9786 1.7012 0.6951 0.727 -1.009 0.412
H -2.7604 0.9429 1.8321 0.055 0.238 0.846
H -3.5287 -0.0818 0.6968 -0.715 -0.668 -0.245
H -1.9792 3.1523 0.4120 -0.461 1.636 -0.190
H -0.3742 2.6719 -0.4062 -1.243 -0.058 0.561
H -0.8492 2.2295 1.2666 0.111 -0.266 -0.186
H -3.2645 2.3296 -1.4608 -0.577 0.302 -0.423
H -3.4284 0.5011 -1.7145 0.515 1.023 0.158
H -1.9932 1.4196 -2.3249 -0.296 0.122 0.114
H -0.1847 0.1162 2.3951 -0.045 0.325 -0.354
H 0.9185 -1.2061 1.8865 -0.301 0.309 0.012
H 0.6754 -0.8234 3.5779 -0.303 -0.266 0.034
H -2.1137 -0.3584 3.7077 -0.472 1.334 0.007
H -1.3710 -1.5765 4.7339 -0.127 0.020 0.304
H -2.8500 -1.9628 3.8047 -0.580 -0.185 0.157
H -0.1065 -3.7222 2.0044 1.039 -0.288 -1.867
H -1.5061 -3.8865 2.9143 -0.879 -0.481 0.133
H 0.0201 -3.5902 3.7009 -0.573 0.879 -0.546
H -4.6039 -2.5031 -2.4093 -0.482 0.717 0.129
H -4.7640 -4.2644 -2.1491 1.208 1.100 -0.124
H -3.2846 -3.4609 -2.9821 -0.542 -0.273 0.515
H -4.9290 -2.4152 0.3145 0.226 -0.273 0.390
H -3.5974 -3.3207 1.2904 -0.892 0.445 -0.721
H -4.7418 -4.2201 0.2155 -0.251 0.394 0.475
H -1.5026 -4.4459 -1.3447 0.180 0.470 -0.516
H -2.8413 -5.3448 -0.7821 -0.208 -0.061 0.576
H -1.8372 -4.2532 0.3239 -0.243 -0.555 0.050
C 4.8368 -0.7478 -1.6478 0.614 -0.988 0.440
Ge 4.2097 0.8279 -0.6594 0.185 -1.122 -0.729
C 3.7763 0.2976 1.2050 0.557 -0.760 0.078
C 5.7325 2.0365 -0.7406 0.297 -1.199 0.637
C 2.7301 1.3101 -1.6448 -1.626 1.177 0.092
H 5.6937 -1.1647 -1.1127 0.399 -0.130 -0.202
H 5.0975 -0.5759 -2.6981 0.057 0.336 0.255
H 4.1149 -1.5559 -1.6462 -0.483 -0.126 0.028
H 3.1764 1.0634 1.6577 -0.134 0.639 0.355
H 4.5952 -0.0143 1.8856 -0.210 0.354 -0.353
H 3.1022 -0.5556 1.1360 -0.042 -0.231 -0.182
H 5.2975 2.9888 -0.7852 -0.241 1.602 -0.727
H 6.4453 1.7439 -1.5149 -0.120 0.339 0.073
H 6.1523 1.9812 0.2465 0.839 -0.073 0.514
H 2.6948 0.8605 -2.6288 0.474 -0.410 -0.544



92
Properties=species:S:1:pos:R:3:forces:R:3 method="wB97M-V/def2-TZVPD" homo_lumo_gap_ev=10.81 relative_energy_kcal_mol=24.1 smiles="COC(=O)OC.COC(=O)OC.COC(=O)OC.COC(=O)OC.COC(=O)OC.COC(=O)OC.ClCCl.ClCCl.ClCCl.ClCCl" max_force_ev_per_a=2.365 e_tot_ha=-5900.5045
C -1.9602 2.5848 1.0941 -0.817 -0.997 0.563
O -1.1453 2.6672 2.2574 0.074 -0.668 0.132
C -1.0557 3.8003 2.9225 -0.639 0.673 -0.569
O -1.6745 4.8013 2.6986 -0.304 0.472 -0.161
O -0.1672 3.6522 3.8779 0.319 -0.812 0.608
C 0.1324 4.7812 4.6483 1.250 1.059 1.076
H -1.3869 2.9402 0.2443 -0.317 -0.002 -0.225
H -2.9723 2.9839 1.1927 0.483 1.055 0.141
H -2.2181 1.5220 1.0685 0.747 -0.032 -0.579
H 0.7596 5.4781 4.0981 -0.175 0.137 -0.365
H 0.7670 4.4598 5.4766 -0.109 -0.384 -0.107
H -0.6799 5.3395 5.1099 -0.521 -0.358 -0.488
C 1.8102 1.5503 2.2819 0.548 -0.740 -0.511
O 2.3335 1.8059 3.5807 -0.708 -0.284 0.164
C 3.2381 2.7679 3.6990 -0.326 -0.909 0.419
O 3.6781 3.4246 2.8129 0.445 0.808 -0.759
O 3.6417 2.8736 4.9609 0.265 0.760 0.441
C 2.9637 2.1512 5.9832 -0.518 -0.361 -0.003
H 0.8669 1.0200 2.3433 -0.153 0.414 0.442
H 2.4922 0.8394 1.8036 0.159 0.385 -0.049
H 1.7371 2.4570 1.6875 -0.076 0.033 0.066
H 3.1098 2.6595 6.9313 0.411 0.071 -0.076
H 3.3438 1.1321 6.0074 0.011 -0.036 0.196
H 1.8892 2.1115 5.8045 0.067 0.009 -0.109
C 3.1565 -0.5131 -4.6940 1.145 0.722 -1.271
O 2.0823 -1.1518 -4.0648 0.305 -0.377 0.869
C 0.9296 -1.2987 -4.6961 0.325 0.287 0.175
O 0.6153 -0.7705 -5.7164 -0.344 0.329 -0.960
O 0.1846 -2.1151 -3.9750 -0.307 -0.266 0.662
C -1.0757 -2.4256 -4.5288 -0.749 -0.664 -0.673
H 2.9328 -0.0656 -5.6656 -0.594 -0.128 0.169
H 3.9625 -1.2193 -4.9055 -0.135 -0.226 0.373
H 3.5581 0.3014 -4.0931 -0.225 -0.179 0.362
H -0.9387 -3.1114 -5.3710 -0.011 0.152 -0.018
H -1.6479 -1.5691 -4.8848 0.328 0.210 0.125
H -1.6777 -2.9546 -3.7918 0.303 0.127 0.287
C 2.1981 -2.1650 1.4041 0.045 1.065 -0.435
O 3.4724 -2.3679 2.0204 -0.137 0.039 0.149
C 4.4656 -1.6072 1.5570 -0.011 0.028 0.135
O 4.3788 -0.6743 0.8038 -0.175 0.005 -0.202
O 5.5869 -2.0628 2.1007 -0.137 -0.754 0.235
C 6.8075 -1.5338 1.6789 1.714 1.095 -0.572
H 2.2197 -2.6468 0.4289 -0.380 -0.312 0.098
H 2.0058 -1.1061 1.2228 0.226 -0.076 0.027
H 1.4013 -2.4692 2.0730 0.234 -0.615 0.027
H 7.6055 -2.2768 1.7053 -0.460 -0.393 0.353
H 7.1421 -0.7060 2.3111 -0.309 -0.066 0.142
H 6.8453 -1.1489 0.6565 -0.696 -0.082 0.024
C -3.3833 -3.4665 1.8054 -0.707 1.817 -1.338
O -3.5763 -4.8303 2.0653 -0.085 -0.011 0.268
C -3.3712 -5.7227 1.0911 0.081 0.038 0.304
O -3.4392 -6.8916 1.2962 -0.039 -0.750 -0.006
O -3.0806 -5.1507 -0.0693 0.303 0.908 -0.421
C -2.6251 -5.9813 -1.1195 -0.091 -0.090 -1.102
H -2.3482 -3.1347 1.7303 0.193 -0.410 0.472
H -3.9515 -2.8324 2.4847 0.322 -0.553 0.744
H -3.8256 -3.1382 0.8537 0.064 -0.562 -0.094
H -3.4588 -6.4209 -1.6699 -0.100 -0.560 0.597
H -1.8859 -6.6926 -0.7674 -0.223 -0.269 0.027
H -2.1794 -5.3720 -1.9090 0.257 0.468 0.562
C -2.3068 -0.9972 -0.8314 0.087 0.551 1.612
O -1.1280 -0.5821 -1.5054 -0.831 -0.084 -1.255
C -0.1925 0.0166 -0.8015 0.590 -0.685 0.185
O -0.1306 0.0247 0.3995 -0.076 0.217 0.477
O 0.7073 0.4975 -1.6438 -0.135 -0.153 0.111
C 1.9898 0.8745 -1.1250 0.475 0.550 -0.727
H -2.7860 -0.1403 -0.3515 0.034 -0.041 -0.458
H -2.0524 -1.6293 0.0213 0.073 -0.392 -0.333
H -3.0089 -1.4690 -1.5060 0.342 -0.011 -0.306
H 2.0894 1.9284 -1.4051 0.318 -0.193 0.330
H 2.7287 0.2834 -1.6653 -0.048 0.034 -0.033
H 2.1606 0.7193 -0.0646 -0.538 -0.004 -0.139
Cl 1.7953 2.7487 -4.8743 -0.296 0.010 0.029
C 0.2147 2.7685 -4.0471 0.601 -0.326 0.723
Cl -0.9609 3.8031 -4.8215 -0.124 -0.008 -0.107
H -0.1366 1.7471 -3.9361 -0.125 0.018 -0.487
H 0.4097 3.1234 -3.0386 -0.064 0.287 -0.117
Cl -4.9769 -2.9933 -2.3592 -0.273 -0.307 -0.111
C -6.6487 -3.5325 -2.7434 0.393 0.552 0.610
Cl -7.6665 -3.4559 -1.2957 -0.005 -0.029 -0.078
H -7.0194 -2.8039 -3.4512 -0.151 -0.260 -0.198
H -6.6182 -4.5598 -3.0773 0.021 0.058 -0.204
Cl 2.1139 4.7558 -1.2619 0.141 0.301 0.117
C 3.4356 5.7642 -0.5966 -0.147 -0.291 0.345
Cl 2.8768 7.3171 0.0479 0.024 -0.169 -0.311
H 3.8586 5.2238 0.2419 0.010 -0.115 -0.044
H 4.1637 5.9011 -1.3855 -0.072 0.227 -0.026
Cl -4.9215 0.9870 0.2763 -0.335 0.376 -0.236
C -6.3921 0.3925 -0.5085 -0.188 -0.945 -0.077
Cl -6.5835 0.7223 -2.2497 0.237 0.265 0.490
H -6.3466 -0.6894 -0.4355 -0.022 0.005 0.034
H -7.2566 0.7422 0.0425 0.040 0.320 -0.157